No. 1
The following is a DFT calculation (ωB97M-V/def2-TZVPD) of a structure of composition C23H22IrN2O2S3.

Last column: Löwdin spin population.
Positions of all 53 atoms, in Å:
Ir 0.17525 -0.06014 -0.68973  0.4049
C -1.51790 -1.73975 1.21532  0.0059
N -1.74892 -0.73486 0.14109  0.0078
C -2.37695 0.51493 0.69783  -0.0006
C -1.38465 1.63850 0.98090  0.0007
N -0.52123 1.87600 -0.20974  -0.0003
C -1.30985 2.57629 -1.26420  0.0016
C 0.66008 2.70932 0.04379  0.0257
C 0.62031 3.79652 0.89705  -0.0046
C 1.73371 4.61663 1.01479  0.0227
C 2.86782 4.36004 0.25569  -0.0037
C 2.90047 3.27644 -0.60704  0.0242
C 1.80129 2.42883 -0.71048  0.0191
S 1.85407 0.98552 -1.71694  0.2254
C -2.65601 -1.29732 -0.88291  -0.0003
C -3.84107 -1.91893 -0.49770  0.0000
C -4.72316 -2.40324 -1.44523  0.0001
C -4.41971 -2.25637 -2.79460  0.0000
C -3.25984 -1.61621 -3.17643  0.0000
C -2.36211 -1.10967 -2.22711  -0.0006
S -0.95333 -0.23713 -2.76975  0.0098
H -2.45999 -2.06169 1.65535  0.0000
H -0.89259 -1.29830 1.98474  0.0040
H -1.00247 -2.59023 0.77498  0.0000
H -2.90788 0.27540 1.62250  0.0001
H -3.12193 0.84822 -0.02175  0.0000
H -0.73942 1.40281 1.82465  -0.0001
H -1.95602 2.54047 1.22147  -0.0002
H -1.63043 3.54560 -0.87451  -0.0002
H -2.16126 1.97348 -1.56163  0.0001
H -0.67969 2.71522 -2.13806  0.0007
H -0.26817 4.01054 1.47752  -0.0007
H 1.71124 5.45643 1.69592  0.0016
H 3.73569 4.99947 0.34613  -0.0006
H 3.78919 3.05836 -1.18525  0.0010
H -4.09004 -2.02779 0.54882  0.0000
H -5.63408 -2.89579 -1.13376  0.0000
H -5.09184 -2.64375 -3.54926  0.0000
H -3.02030 -1.49565 -4.22520  0.0000
O 2.10443 -3.58490 -1.47350  -0.0017
C 1.80083 -2.62865 -0.78916  0.0014
O 0.70415 -1.96077 -1.04189  0.0083
C 2.68255 -2.28813 0.40418  0.0210
C 3.76713 -3.15536 0.58028  -0.0036
C 4.63581 -3.04584 1.64648  0.0228
C 4.43223 -2.04454 2.59272  -0.0024
C 3.37126 -1.17840 2.44408  0.0209
C 2.49133 -1.27845 1.35583  0.0170
S 1.23340 -0.05520 1.37044  0.1720
H 3.89220 -3.92978 -0.16236  -0.0006
H 5.46184 -3.73742 1.74605  0.0014
H 5.09829 -1.93928 3.43954  -0.0006
H 3.20625 -0.39151 3.17007  0.0009

Forces on atoms 1 to 2 (eV/Å):
Ir -0.2 -0.1 0.2
C 0.0 0.0 0.0

## Properties
HOMO-LUMO gap (spin up / spin down): 7.681 / 5.161 eV
Lowest unoccupied orbital energy (spin up / spin down): 0.15 / -2.34 eV
Relative energy (zero: lowest compared OMol25 entry of this formula, charge and spin): 0.0 kcal/mol
E_tot: -2448.60496 a.u.
Expectation value of S²: 0.758
Highest occupied orbital energy (spin up / spin down): -7.54 / -7.50 eV
F_max: 0.30 eV/Å
2S+1: 2

No. 2
The following is a DFT calculation (ωB97M-V/def2-TZVPD) of the molecule C23H22N2O2.

Last column: natural (NBO) charge in e.
Positions of all 49 atoms, in Å:
C 2.17992 0.26187 3.42872  -0.6465
C 2.83077 0.34315 2.09262  0.1889
C 4.09823 0.74334 1.78658  -0.2997
C 4.24916 0.64901 0.37584  -0.1099
C 5.29567 0.91067 -0.50710  -0.1812
C 5.09200 0.69320 -1.85115  -0.2400
C 3.86935 0.21877 -2.33243  -0.2200
C 2.81616 -0.04778 -1.48298  -0.2626
C 3.01387 0.17453 -0.12619  0.2015
N 2.16088 0.01033 0.93584  -0.3750
C 0.83110 -0.51028 0.83144  -0.2145
C 0.83466 -2.04918 0.72125  -0.2356
N -0.49252 -2.55668 0.48569  -0.6156
C -0.95198 -2.81962 -0.75531  0.6509
O -0.25842 -2.85438 -1.74732  -0.6192
C -2.45839 -3.10578 -0.79383  -0.1653
O -3.18183 -2.42388 0.20466  -0.4975
C -3.19446 -1.05279 0.16477  0.2792
C -3.94570 -0.43928 1.19268  -0.2576
C -4.01300 0.91840 1.28337  -0.1723
C -3.33034 1.74300 0.36255  -0.0046
C -3.36870 3.14952 0.43593  -0.2007
C -2.68862 3.91459 -0.47085  -0.2193
C -1.94014 3.30572 -1.48948  -0.2025
C -1.88672 1.94325 -1.58899  -0.1907
C -2.57931 1.12703 -0.67106  -0.0741
C -2.53097 -0.28091 -0.75366  -0.2591
H 2.89228 0.55907 4.19305  0.2348
H 1.84533 -0.75312 3.64497  0.2131
H 1.31698 0.92675 3.48677  0.2194
H 4.84391 1.06959 2.48444  0.2186
H 6.24332 1.27436 -0.13798  0.2089
H 5.89019 0.88790 -2.55278  0.2087
H 3.74971 0.05347 -3.39295  0.2109
H 1.88042 -0.42573 -1.86670  0.2183
H 0.35613 -0.09557 -0.06363  0.2158
H 0.24406 -0.19975 1.70000  0.2083
H 1.24193 -2.49449 1.63258  0.1990
H 1.45192 -2.34801 -0.12940  0.2388
H -1.16521 -2.48984 1.23554  0.4047
H -2.62128 -4.16957 -0.59717  0.2222
H -2.83504 -2.87561 -1.79750  0.2068
H -4.46035 -1.08058 1.89125  0.2264
H -4.59163 1.38264 2.06873  0.2124
H -3.94652 3.61211 1.22346  0.2098
H -2.72216 4.99230 -0.40953  0.2152
H -1.40576 3.92340 -2.19601  0.2168
H -1.31212 1.47182 -2.37357  0.2129
H -1.95649 -0.71890 -1.55528  0.2212

Forces on atoms 1 to 2 (eV/Å):
C 0.0 0.0 -0.1
C 0.3 0.2 0.3

## Properties
HOMO-LUMO gap: 8.144 eV
SMILES: Cc1cc2ccccc2n1CCNC(=O)COc1ccc2ccccc2c1
Lowest unoccupied orbital energy: 0.48 eV
Relative energy (zero: lowest compared OMol25 entry of this formula, charge and spin): 3.8 kcal/mol
E_tot: -1149.68167 a.u.
Highest occupied orbital energy: -7.67 eV
F_max: 0.59 eV/Å

No. 3
The following is a DFT calculation (ωB97M-V/def2-TZVPD) of a structure of composition C23H23AsPTc in a non-equilibrium geometry.

Last column: Löwdin spin population.
Positions of all 49 atoms, in Å:
C 0.16860 1.87639 -0.72732  -0.1166
C 0.66329 3.00133 -0.09953  0.0857
C 0.98301 3.05194 1.27775  -0.1675
C 0.81136 1.99152 2.19843  0.0820
C 0.33439 0.74518 1.84696  -0.1046
Tc 0.00000 0.00000 0.00000  2.9772
P -0.30448 -0.83546 -2.24573  0.0494
H -0.12542 2.03829 -1.77767  -0.0042
H 0.76846 3.93119 -0.67206  0.0076
H 1.33377 4.01214 1.67714  -0.0086
H 0.16310 0.07002 2.70162  0.0091
H 1.02138 2.20622 3.25365  0.0059
H 0.57471 -1.83948 -2.72215  0.0054
H -0.19599 0.10928 -3.29559  0.0006
H -1.54790 -1.43029 -2.57632  0.0079
C -0.37117 -5.92381 -2.74142  -0.0015
C -1.57379 -5.30794 -2.39425  0.0001
C -1.59683 -4.32723 -1.39924  -0.0015
C -0.41661 -3.95506 -0.72889  -0.0035
C 0.79015 -4.57002 -1.10365  -0.0010
C 0.81084 -5.55383 -2.09618  0.0003
As -0.36279 -2.41534 0.50848  0.0583
C -2.27872 -2.27185 0.85847  0.0171
C -2.96625 -1.07681 0.62341  0.0314
C -4.34028 -0.99662 0.87634  0.0033
C -5.02952 -2.11468 1.36494  0.0012
C -4.34346 -3.30826 1.60431  0.0011
C -2.97185 -3.38310 1.35825  0.0015
C 0.92286 -2.87116 1.89261  0.0239
C 0.48043 -3.28658 3.15343  0.0043
C 1.40879 -3.66207 4.13070  0.0015
C 2.77835 -3.61773 3.85007  0.0029
C 3.22127 -3.19497 2.59310  0.0002
C 2.29469 -2.82276 1.61494  0.0071
H -0.34968 -6.66996 -3.52578  -0.0001
H -2.48496 -5.57629 -2.91325  0.0000
H -2.53907 -3.84003 -1.19911  0.0001
H 1.72162 -4.27347 -0.64726  0.0000
H 1.74887 -6.01426 -2.38295  0.0000
H -2.44299 -0.20827 0.24415  0.0198
H -4.87205 -0.07311 0.69444  0.0001
H -6.09281 -2.05315 1.55525  0.0002
H -4.87738 -4.17251 1.98217  0.0002
H -2.44826 -4.31399 1.54519  0.0001
H -0.57847 -3.33432 3.37098  0.0004
H 1.06645 -3.99366 5.10210  0.0001
H 3.49588 -3.91356 4.60427  0.0002
H 4.28070 -3.16198 2.37436  0.0000
H 2.64389 -2.50285 0.64198  0.0029

Forces on atoms 1 to 2 (eV/Å):
C -0.4 0.2 -0.5
C 0.1 0.2 0.3

## Properties
HOMO-LUMO gap (spin up / spin down): 7.366 / 6.766 eV
Lowest unoccupied orbital energy (spin up / spin down): -4.15 / -4.31 eV
Net charge: +1
Relative energy (zero: lowest compared OMol25 entry of this formula, charge and spin): 41.3 kcal/mol
E_tot: -3547.74214 a.u.
Expectation value of S²: 4.177
Highest occupied orbital energy (spin up / spin down): -11.51 / -11.08 eV
F_max: 1.88 eV/Å
2S+1: 4